This record from the OMol25 dataset describes a cluster of 11 separate species, C33H87O40P7 in total in a non-equilibrium geometry. The level of theory is wB97M-V/def2-TZVPD.

Values from the calculation:
SMILES: COP(=O)(OC)OC.COP(=O)(OC)OC.COP(=O)(OC)OC.COP(=O)(OC)OC.COP(=O)(OC)OC.COP(=O)(OC)OC.COP(=O)(OC)OC.COC(=O)OC.COC(=O)OC.COC(=O)OC.COC(=O)OC
Lowest unoccupied orbital energy, eV: 0.4
Energy, eV: -182569.7766
Relative energy (zero: lowest compared OMol25 entry of this formula, charge and spin), kcal/mol: 0.00
Orbital gap, eV: 10.59
2S+1: 1
Charge: 0

Each atom is followed by the atoms it is bonded to, with distances in Å.
Element x y z (Å)
1 C 0.43955 2.72713 6.46804  O2 1.427, H9 1.095, H10 1.092, H11 1.086
2 O 1.12446 1.51239 6.77051  C1 1.427, P3 1.584
3 P 1.53038 0.46256 5.65611  O2 1.584, O4 1.457, O5 1.574, O7 1.604
4 O 2.91608 0.01216 5.66721  P3 1.457
5 O 0.48393 -0.70861 5.75961  P3 1.574, C6 1.425
6 C -0.88670 -0.57144 6.12280  O5 1.425, H12 1.096, H13 1.085, H14 1.090
7 O 1.11451 1.11758 4.25219  P3 1.604, C8 1.435
8 C 2.06316 1.85457 3.46808  O7 1.435, H15 1.095, H16 1.089, H17 1.086
9 H -0.38207 2.56938 5.76092  C1 1.095
10 H 1.12181 3.41776 5.96878  C1 1.092
11 H 0.00392 3.14102 7.37316  C1 1.086
12 H -0.95288 0.14035 6.95365  C6 1.096
13 H -1.26507 -1.51755 6.49414  C6 1.085
14 H -1.45441 -0.17239 5.28206  C6 1.090
15 H 1.45757 2.70636 3.14084  C8 1.095
16 H 2.32445 1.31136 2.56074  C8 1.089
17 H 2.95998 2.22854 3.95328  C8 1.086
18 C -0.97763 -9.59650 -0.75984  O19 1.418, H26 1.088, H27 1.087, H28 1.093
19 O -1.98885 -8.60451 -0.68775  C18 1.418, P20 1.581
20 P -1.76853 -7.13611 -1.23191  O19 1.581, O21 1.470, O22 1.607, O24 1.590
21 O -1.15247 -7.13208 -2.56612  P20 1.470
22 O -0.92467 -6.38792 -0.08712  P20 1.607, C23 1.453
23 C -0.27121 -5.15438 -0.49070  O22 1.453, H29 1.092, H30 1.087, H31 1.091
24 O -3.23590 -6.55248 -1.04326  P20 1.590, C25 1.429
25 C -3.43871 -5.19230 -1.43085  O24 1.429, H32 1.087, H33 1.089, H34 1.092
26 H -0.24924 -9.35294 -1.53077  C18 1.088
27 H -1.46841 -10.55151 -0.93170  C18 1.087
28 H -0.46518 -9.69169 0.20082  C18 1.093
29 H -0.24241 -4.98923 -1.57022  C23 1.092
30 H 0.73032 -5.26956 -0.08445  C23 1.087
31 H -0.89573 -4.35065 -0.09699  C23 1.091
32 H -4.26923 -4.79878 -0.85123  C25 1.087
33 H -3.64964 -5.05353 -2.49017  C25 1.089
34 H -2.56866 -4.56223 -1.23341  C25 1.092
35 C 7.93407 3.37652 -0.68668  O36 1.421, H43 1.088, H44 1.091, H45 1.091
36 O 7.48617 2.11457 -0.21257  C35 1.421, P37 1.586
37 P 5.97113 1.65934 -0.32977  O36 1.586, O38 1.469, O39 1.594, O41 1.580
38 O 4.98151 2.67639 0.04861  P37 1.469
39 O 5.96404 0.41018 0.66116  P37 1.594, C40 1.432
40 C 6.55691 -0.83124 0.26427  O39 1.432, H46 1.096, H47 1.091, H48 1.081
41 O 5.89194 1.08934 -1.80089  P37 1.580, C42 1.450
42 C 4.73510 0.42967 -2.37473  O41 1.450, H49 1.086, H50 1.086, H51 1.087
43 H 7.25904 3.79534 -1.43080  C35 1.088
44 H 8.92892 3.25326 -1.11684  C35 1.091
45 H 8.07053 4.07730 0.13793  C35 1.091
46 H 7.65079 -0.77101 0.26587  C40 1.096
47 H 6.35881 -1.00678 -0.79430  C40 1.091
48 H 6.20721 -1.64422 0.88542  C40 1.081
49 H 5.14536 -0.27645 -3.08992  C42 1.086
50 H 4.10786 1.15241 -2.88782  C42 1.086
51 H 4.22148 -0.09744 -1.57414  C42 1.087
52 C 1.49908 8.09763 2.44456  O53 1.424, H60 1.092, H61 1.089, H62 1.090
53 O 0.49380 7.47335 3.23733  C52 1.424, P54 1.599
54 P 0.62018 5.93169 3.64182  O53 1.599, O55 1.465, O56 1.572, O58 1.578
55 O 1.75899 5.56698 4.48830  P54 1.465
56 O -0.79808 5.67036 4.26794  P54 1.572, C57 1.421
57 C -1.09440 5.93352 5.63244  O56 1.421, H63 1.083, H64 1.092, H65 1.095
58 O 0.55929 5.16475 2.26414  P54 1.578, C59 1.425
59 C -0.61738 4.99198 1.47834  O58 1.425, H66 1.087, H67 1.090, H68 1.091
60 H 1.74954 9.03842 2.93895  C52 1.092
61 H 1.09863 8.33268 1.45995  C52 1.089
62 H 2.43119 7.53817 2.36850  C52 1.090
63 H -2.07216 5.51906 5.84285  C57 1.083
64 H -0.98692 6.99877 5.84573  C57 1.092
65 H -0.36133 5.47425 6.30412  C57 1.095
66 H -0.70251 3.93687 1.23125  C59 1.087
67 H -0.60728 5.62171 0.58923  C59 1.090
68 H -1.54343 5.24192 1.99835  C59 1.091
69 C 0.14865 -1.41096 -6.46959  O70 1.434, H77 1.093, H78 1.092, H79 1.083
70 O 0.98490 -0.25972 -6.64822  C69 1.434, P71 1.593
71 P 1.75324 0.33507 -5.38607  O70 1.593, O72 1.466, O73 1.575, O75 1.586
72 O 2.18892 -0.66023 -4.40225  P71 1.466
73 O 2.95369 1.19383 -5.93468  P71 1.575, C74 1.407
74 C 4.09692 0.72839 -6.60994  O73 1.407, H80 1.092, H81 1.092, H82 1.089
75 O 0.69713 1.44396 -4.97395  P71 1.586, C76 1.449
76 C 1.01577 2.50066 -4.03483  O75 1.449, H83 1.089, H84 1.092, H85 1.081
77 H 0.00511 -1.61381 -5.40532  C69 1.093
78 H 0.71116 -2.27562 -6.82756  C69 1.092
79 H -0.79936 -1.29878 -6.98207  C69 1.083
80 H 4.13401 -0.35984 -6.69659  C74 1.092
81 H 5.01494 1.00156 -6.08629  C74 1.092
82 H 4.16134 1.15948 -7.60753  C74 1.089
83 H 1.01577 3.43221 -4.59852  C76 1.089
84 H 2.03296 2.37301 -3.66002  C76 1.092
85 H 0.24960 2.44807 -3.27423  C76 1.081
86 C -6.23395 -2.48882 -5.27336  O87 1.441, H94 1.090, H95 1.087, H96 1.089
87 O -5.71982 -1.46557 -4.39799  C86 1.441, P88 1.578
88 P -5.22679 -1.87846 -2.95666  O87 1.578, O89 1.459, O90 1.608, O92 1.590
89 O -6.15379 -2.51376 -2.02575  P88 1.459
90 O -3.88204 -2.72450 -3.20455  P88 1.608, C91 1.417
91 C -2.94501 -2.40164 -4.21715  O90 1.417, H97 1.091, H98 1.092, H99 1.091
92 O -4.65764 -0.47381 -2.47593  P88 1.590, C93 1.407
93 C -3.51958 -0.29197 -1.66934  O92 1.407, H100 1.096, H101 1.094, H102 1.089
94 H -6.51244 -3.36178 -4.68330  C86 1.090
95 H -5.53112 -2.70282 -6.07418  C86 1.087
96 H -7.14566 -2.08941 -5.71570  C86 1.089
97 H -3.27570 -1.58883 -4.86504  C91 1.091
98 H -2.78050 -3.28157 -4.84291  C91 1.092
99 H -1.98884 -2.15369 -3.75309  C91 1.091
100 H -2.91790 -1.18584 -1.47031  C93 1.096
101 H -3.82219 0.00635 -0.66177  C93 1.094
102 H -2.84258 0.44845 -2.09363  C93 1.089
103 C 0.08998 -3.13744 2.40495  O104 1.434, H111 1.089, H112 1.088, H113 1.091
104 O -1.21591 -2.90182 2.94822  C103 1.434, P105 1.600
105 P -2.47968 -3.28890 2.04691  O104 1.600, O106 1.462, O107 1.570, O109 1.595
106 O -2.53773 -2.73922 0.69313  P105 1.462
107 O -2.63960 -4.84965 2.10309  P105 1.570, C108 1.421
108 C -2.69124 -5.69087 3.24717  O107 1.421, H114 1.085, H115 1.094, H116 1.090
109 O -3.65750 -2.81170 3.01111  P105 1.595, C110 1.427
110 C -4.34740 -1.60260 2.69903  O109 1.427, H117 1.081, H118 1.089, H119 1.094
111 H 0.16261 -4.05458 1.82310  C103 1.089
112 H 0.81656 -3.21616 3.21029  C103 1.088
113 H 0.35735 -2.30159 1.75734  C103 1.091
114 H -3.65283 -6.17146 3.39054  C108 1.085
115 H -2.41553 -5.10189 4.12659  C108 1.094
116 H -1.90180 -6.43465 3.13621  C108 1.090
117 H -4.19006 -1.11258 1.74813  C110 1.081
118 H -4.19301 -0.87646 3.49626  C110 1.089
119 H -5.41495 -1.82235 2.79229  C110 1.094
120 C 4.06111 -5.96197 -0.78914  O121 1.415, H126 1.088, H127 1.093, H128 1.091
121 O 3.29158 -5.04487 -0.03443  C120 1.415, C122 1.346
122 C 3.68344 -3.75865 -0.10542  O121 1.346, O123 1.199, O124 1.331
123 O 4.55135 -3.33191 -0.81390  C122 1.199
124 O 2.95375 -3.08526 0.78100  C122 1.331, C125 1.413
125 C 3.24811 -1.71282 0.94026  O124 1.413, H129 1.093, H130 1.089, H131 1.086
126 H 5.10086 -5.68619 -0.95025  C120 1.088
127 H 3.56658 -6.11877 -1.75103  C120 1.093
128 H 4.09957 -6.93919 -0.30641  C120 1.091
129 H 3.72572 -1.52728 1.90612  C125 1.093
130 H 2.31925 -1.15087 1.02708  C125 1.089
131 H 3.78894 -1.15605 0.18031  C125 1.086
132 C -2.06618 0.72769 1.47210  O133 1.432, H138 1.086, H139 1.085, H140 1.090
133 O -2.11319 2.01924 2.08794  C132 1.432, C134 1.341
134 C -3.23649 2.22520 2.79072  O133 1.341, O135 1.202, O136 1.333
135 O -4.16291 1.46433 2.87986  C134 1.202
136 O -3.12838 3.39793 3.41612  C134 1.333, C137 1.429
137 C -4.27717 3.76728 4.18122  O136 1.429, H141 1.087, H142 1.090, H143 1.089
138 H -1.36839 0.78946 0.64164  C132 1.086
139 H -3.03302 0.47320 1.05175  C132 1.085
140 H -1.69847 -0.04486 2.14716  C132 1.090
141 H -5.15993 4.00045 3.59139  C137 1.087
142 H -3.94480 4.67044 4.69213  C137 1.090
143 H -4.50381 3.01755 4.93725  C137 1.089
144 C 0.24255 -1.92377 -1.89894  O145 1.442, H150 1.090, H151 1.093, H152 1.081
145 O 0.47007 -1.14104 -0.70959  C144 1.442, C146 1.335
146 C 0.47629 0.18078 -0.89346  O145 1.335, O147 1.205, O148 1.326
147 O -0.24289 0.79400 -1.64036  C146 1.205
148 O 1.35127 0.69990 -0.04274  C146 1.326, C149 1.432
149 C 1.71515 2.08393 -0.08620  O148 1.432, H153 1.089, H154 1.088, H155 1.090
150 H 0.94013 -1.65455 -2.69230  C144 1.090
151 H -0.75402 -1.69565 -2.28632  C144 1.093
152 H 0.28134 -2.94550 -1.54674  C144 1.081
153 H 1.34348 2.69146 -0.91037  C149 1.089
154 H 2.80192 2.12280 -0.05847  C149 1.088
155 H 1.30373 2.51471 0.82714  C149 1.090
156 C -2.59002 3.16301 -1.87363  O157 1.428, H162 1.089, H163 1.089, H164 1.086
157 O -2.46791 4.49702 -1.37786  C156 1.428, C158 1.331
158 C -2.08237 5.37926 -2.29656  O157 1.331, O159 1.204, O160 1.331
159 O -1.82398 5.13175 -3.44591  C158 1.204
160 O -2.04318 6.57902 -1.72134  C158 1.331, C161 1.412
161 C -1.74606 7.69862 -2.52862  O160 1.412, H165 1.091, H166 1.091, H167 1.088
162 H -1.70862 2.83023 -2.41925  C156 1.089
163 H -3.42819 3.11459 -2.56652  C156 1.089
164 H -2.67965 2.46387 -1.04740  C156 1.086
165 H -0.87097 8.21577 -2.13275  C161 1.091
166 H -2.58138 8.39821 -2.46452  C161 1.091
167 H -1.56326 7.49776 -3.58176  C161 1.088

Mulliken atomic charge list, values in e, 2 entries: -0.573, -0.334